The following is a quantum chemistry calculation of the molecule C4H8N2 in a non-equilibrium geometry, from the OMol25 dataset.

The HOMO-LUMO gap is 0.4064 Eh. The energy above the lowest of the compared OMol25 structures with the same formula, charge and spin comes out at 88.21 kJ/mol. As for the HOMO energy: -10.21 eV. The net charge is 0.

Each line ends with the Mulliken charge.
Positions of all 14 atoms, in Å:
C1 -1.630 0.461 -0.370  -1.27
C2 -0.606 -0.613 0.049  -0.52
C3 0.890 -0.250 0.542  0.15
N1 1.916 -0.801 -0.344  -0.65
C4 0.787 1.216 0.597  0.29
N2 0.351 2.280 0.465  -0.52
H1 -1.366 1.094 -1.228  0.37
H2 -2.036 1.104 0.424  0.36
H3 -2.424 -0.225 -0.683  0.39
H4 -1.102 -1.191 0.837  0.22
H5 -0.460 -1.258 -0.822  0.34
H6 1.098 -0.652 1.546  0.34
H7 1.953 -0.289 -1.219  0.25
H8 2.854 -0.781 0.051  0.24